[1]
A structure of composition C14H19ClN2O3Pb at a distorted geometry. Source: OMol25; level of theory: ωB97M-V/def2-TZVPD.

Calculated values
Energy above the lowest of the compared OMol25 structures with the same formula, charge and spin, eV: 6.9340
Max |F|, hartree/bohr: 0.3019
HOMO energy (spin up / spin down), eV: -15.8 / -15.7
Net charge: +2
Frontier orbital gap (spin up / spin down), eV: 5.81 / 5.77
Molecular weight, g/mol: 505.970

```
40
C14H19ClN2O3Pb ωB97M-V/def2-TZVPD
Cl -1.932 2.865 -0.621
C -2.821 -0.148 -3.198
C -1.674 -0.898 -3.537
C -0.621 0.011 -3.822
H -1.604 -1.972 -3.565
C -1.112 1.328 -3.648
C -2.481 1.220 -3.288
H -3.109 2.047 -3.013
H -3.781 -0.546 -2.916
H 0.383 -0.254 -4.110
C -0.365 2.599 -3.856
Pb -1.118 0.203 -1.469
C -0.264 -1.474 -1.045
C -2.115 -0.120 0.186
O 0.250 -2.499 -0.784
O -2.715 -0.236 1.180
H 0.681 2.489 -3.575
H -0.800 3.388 -3.246
H -0.400 2.913 -4.903
C 2.930 1.040 1.188
N 1.991 0.102 1.761
C 2.496 -0.790 2.832
C 1.482 -1.791 3.421
C 0.416 -2.094 2.387
N -0.151 -0.843 1.882
C -0.859 -0.123 2.963
C 0.723 -0.014 1.228
O 0.445 0.547 0.111
H 3.911 0.986 1.710
H 2.536 2.071 1.312
H 3.087 0.816 0.114
H 3.300 -1.401 2.367
H 2.947 -0.221 3.674
H 0.999 -1.369 4.322
H 1.983 -2.716 3.788
H -0.377 -2.748 2.820
H 0.883 -2.660 1.556
H -1.647 -0.768 3.420
H -0.184 0.232 3.764
H -1.311 0.827 2.611
```

Here are the Löwdin charges for atoms 1 to 4, given in e: 0.0559 -0.1274 -0.1850 -0.0974


[2]
A structure of composition C14H19ClOTm at a distorted geometry. Source: OMol25; level of theory: ωB97M-V/def2-TZVPD.

Calculated values
⟨S²⟩: 2.0022
Max |F|, hartree/bohr: 0.0420
HOMO energy (spin up / spin down), eV: -2.4 / -2.4
Net charge: -1
Spin multiplicity: 3
Frontier orbital gap (spin up / spin down), eV: 4.44 / 4.45
Molecular weight, g/mol: 407.692

```
36
C14H19ClOTm ωB97M-V/def2-TZVPD
C -0.162 1.473 3.110
C -0.697 2.166 1.987
C 0.151 1.924 0.862
H -1.540 2.854 1.989
C 1.184 1.027 1.260
C 1.034 0.803 2.669
H 1.752 0.297 3.300
H -0.521 1.525 4.145
H 0.173 2.533 -0.032
H 2.077 0.816 0.697
Tm -0.827 -0.502 1.780
Cl -3.218 -0.791 1.115
C -0.442 -1.146 -2.983
C 0.862 -0.542 -2.926
C 0.681 0.864 -2.790
H 1.801 -1.066 -3.044
C -0.708 1.144 -2.849
C -1.418 -0.089 -2.904
H -2.495 -0.227 -2.863
H -0.653 -2.213 -3.062
H 1.475 1.593 -2.818
H -1.159 2.126 -2.900
C 1.765 -3.747 1.590
C 0.329 -3.311 1.365
C -0.295 -4.125 0.232
C -0.529 -3.417 2.650
O 0.321 -1.953 0.946
H 1.787 -4.790 1.925
H 2.266 -3.107 2.317
H 2.335 -3.641 0.667
H -0.337 -5.204 0.460
H -1.297 -3.751 -0.026
H 0.289 -3.961 -0.675
H -0.091 -2.768 3.431
H -1.560 -3.028 2.474
H -0.617 -4.432 3.063
```

Here are the Löwdin charges for atoms 1 to 4, given in e: -0.2750 -0.1956 -0.1333 0.1019


[3]
The molecule C14H19FN2O5S2. Source: OMol25; level of theory: ωB97M-V/def2-TZVPD.

Calculated values
Energy above the lowest of the compared OMol25 structures with the same formula, charge and spin, eV: 0.1271
Max |F|, hartree/bohr: 0.0165
HOMO energy, eV: -8.2
Frontier orbital gap, eV: 8.68
Molecular weight, g/mol: 378.447

```
43
C14H19FN2O5S2 ωB97M-V/def2-TZVPD
C 4.824 0.498 1.833
H 5.748 0.133 1.381
H 4.861 1.578 1.951
H 4.681 0.006 2.797
O 3.723 0.227 0.974
C 3.248 -1.013 0.981
O 3.675 -1.906 1.665
C 2.085 -1.170 -0.004
N 1.524 0.112 -0.345
C 1.674 0.651 -1.565
O 2.184 0.075 -2.506
C 1.129 2.078 -1.673
N -0.288 2.131 -1.353
S -0.763 2.402 0.231
O -1.532 3.611 0.273
O 0.394 2.287 1.082
C -1.850 1.024 0.557
C -1.587 0.190 1.626
C -2.427 -0.879 1.883
C -3.516 -1.076 1.051
C -3.797 -0.236 -0.014
C -2.949 0.828 -0.259
H -3.133 1.508 -1.073
H -4.659 -0.427 -0.632
F -4.334 -2.112 1.294
H -2.251 -1.553 2.707
H -0.733 0.397 2.252
H -0.819 2.724 -1.970
H 1.287 2.420 -2.696
H 1.702 2.712 -0.986
H 1.190 0.714 0.400
C 1.056 -2.154 0.563
C 0.221 -2.867 -0.490
H -0.375 -3.646 -0.015
H 0.852 -3.316 -1.255
S -0.973 -1.772 -1.353
C -0.334 -1.845 -3.052
H -1.009 -1.247 -3.654
H 0.667 -1.426 -3.094
H -0.347 -2.876 -3.397
H 0.395 -1.621 1.249
H 1.607 -2.908 1.132
H 2.516 -1.576 -0.932
```

Here are the Löwdin charges for atoms 1 to 4, given in e: -0.0311 0.1005 0.0947 0.0952


[4]
A cluster of 2 separate species, C14H19N2 in total at a distorted geometry. Source: OMol25; level of theory: ωB97M-V/def2-TZVPD.

Calculated values
Energy above the lowest of the compared OMol25 structures with the same formula, charge and spin, eV: 1.8512
Max |F|, hartree/bohr: 0.0384
HOMO energy, eV: -12.3
Net charge: +1
Frontier orbital gap, eV: 7.93
Molecular weight, g/mol: 215.320

```
35
C14H19N2 ωB97M-V/def2-TZVPD
C -3.077 0.253 1.138
C -1.945 0.567 2.076
C -0.552 0.493 1.631
C 0.321 1.646 1.521
C -0.220 3.056 1.563
C 1.683 1.454 1.308
C 2.208 0.160 1.202
C 3.688 -0.011 1.011
C 1.343 -0.935 1.180
C -0.036 -0.785 1.301
C -0.955 -1.963 1.197
H -3.686 1.120 0.797
H -2.617 -0.172 0.231
H -3.752 -0.451 1.664
H -2.122 1.299 2.873
H 0.597 3.799 1.561
H -0.815 3.265 0.658
H -0.834 3.262 2.452
H 2.395 2.293 1.241
H 3.978 -1.064 0.942
H 4.019 0.465 0.074
H 4.263 0.424 1.843
H 1.718 -1.945 1.065
H -0.366 -2.883 1.314
H -1.719 -1.953 1.993
H -1.489 -1.999 0.229
N -2.868 -0.513 3.643
C -2.270 -0.201 4.777
N -2.843 -0.887 5.818
C -3.875 -1.659 5.297
C -3.899 -1.391 3.952
H -1.445 0.474 4.895
H -2.531 -0.844 6.780
H -4.501 -2.311 5.892
H -4.548 -1.761 3.173
```

Here are the Löwdin charges for atoms 1 to 4, given in e: -0.0336 -0.0081 -0.1263 -0.1782